[1]
Computed, not measured: 2 unconnected molecules or ions with the total composition C9H10NOS2 at a distorted geometry, with wB97M-V/def2-TZVPD.

Last column: Löwdin charge in e.
Positions of all 23 atoms, in Å:
1 S 2.83853 2.59999 0.18023  0.863
2 S 3.82253 -2.40025 -0.38036  0.857
3 O 0.16198 2.80634 -0.05321  0.142
4 N 2.18844 -0.55657 0.67299  -0.017
5 C -0.07795 -0.10675 -0.25624  -0.230
6 C -2.20825 0.29593 -1.35919  -0.031
7 C -2.97125 0.04762 -0.11621  -0.158
8 C -0.87458 0.22713 -1.41617  -0.038
9 C 1.26995 -0.14776 -0.39133  -0.131
10 C -2.11918 -0.24172 1.05609  -0.025
11 C 1.30746 2.71387 0.03456  -0.843
12 C 2.48247 -1.97195 0.38012  -0.615
13 C -0.78349 -0.31698 0.98563  -0.031
14 H 1.75020 -0.02614 -1.34614  0.133
15 H 1.66961 -2.63412 0.65152  0.089
16 H -0.22223 -0.54162 1.88602  0.108
17 H -3.61576 0.90772 0.10337  0.143
18 H 3.05243 0.00731 0.63336  0.103
19 H -3.67351 -0.78054 -0.27575  0.144
20 H -2.61758 -0.39258 2.00088  0.123
21 H -2.77781 0.53567 -2.24496  0.123
22 H 1.74558 -0.43496 1.59405  0.167
23 H -0.34760 0.41033 -2.33926  0.125

Atoms 1-6, force components in eV/Å:
S 1.386 0.168 0.109
S -0.612 0.241 0.464
O 0.420 0.129 -0.010
N -0.233 -0.043 0.146
C 0.859 -0.016 0.134
C 0.415 -0.024 -0.113

Computed properties:
- net charge = +1
- HOMO energy (alpha / beta) (eV) = -12.34 / -12.34
- calculated total energy (a.u.) = -1275.013525
- LUMO level (alpha / beta) (eV) = -4.870 / -4.870
- orbital gap (alpha / beta) (eV) = 7.4680 / 7.4686
- 2S+1 = 1
- ΔE to the lowest compared entry with this formula, charge and spin (kcal per mole) = 0.0

[2]
Computed, not measured: a gas-phase ion, C9H10NS (charge +1) at a distorted geometry, with wB97M-V/def2-TZVPD.

Last column: Löwdin charge in e.
Positions of all 21 atoms, in Å:
1 S 2.35246 0.21775 -2.58333  1.059
2 N 0.88395 0.73651 -0.42104  -0.065
3 C -0.70846 -0.87666 -0.19953  -0.116
4 C -0.11065 0.25923 0.39218  -0.170
5 C -2.25962 -1.16845 1.59712  -0.044
6 C -1.69230 -0.04118 2.16058  -0.081
7 C -1.78831 -1.61979 0.36040  0.007
8 C -0.69470 0.66231 1.60782  -0.008
9 C 1.70820 1.87002 -0.04330  -0.044
10 C 1.07760 -0.06320 -1.58208  -0.506
11 C 0.00222 -1.11935 -1.54644  -0.054
12 H 0.47822 -2.08758 -1.36106  0.155
13 H 2.71807 2.20126 -0.48597  0.117
14 H -3.19158 -1.46290 2.08321  0.124
15 H 1.11507 2.81711 -0.27266  0.131
16 H 1.97439 2.02825 1.02045  0.109
17 H -0.36948 1.60271 1.92842  0.102
18 H -0.54875 -1.48178 -2.40278  0.143
19 H 2.03129 -0.63550 -3.46192  -0.109
20 H -2.40957 -2.22081 -0.31939  0.130
21 H -2.06931 0.47386 3.02910  0.124

Atoms 1-6, force components in eV/Å:
S 1.755 2.023 0.627
N 2.967 -1.327 -3.312
C -0.164 -0.054 -0.922
C -3.095 -3.132 0.754
C -0.590 0.078 -0.409
C -0.530 0.380 1.089

Computed properties:
- net charge = +1
- HOMO energy (alpha / beta) (eV) = -12.53 / -12.53
- calculated total energy (a.u.) = -801.588357
- LUMO level (alpha / beta) (eV) = -4.690 / -4.690
- orbital gap (alpha / beta) (eV) = 7.8353 / 7.8347
- 2S+1 = 1
- ΔE to the lowest compared entry with this formula, charge and spin (kcal per mole) = 37.9

[3]
Computed, not measured: 2 unconnected molecules or ions with the total composition C9H10O2 at a distorted geometry, with wB97M-V/def2-TZVPD.

Last column: Löwdin charge in e.
Positions of all 21 atoms, in Å:
1 O 0.00060 1.93458 -0.89991  0.054
2 O -2.28326 0.49949 -1.53300  0.061
3 C -1.30521 0.20750 1.63378  0.005
4 C 1.21598 2.34691 -0.55794  -0.074
5 C 1.37536 0.16660 -0.89719  -0.012
6 C -1.21455 -0.11793 -1.40975  -0.409
7 C -0.46710 -0.41954 2.32672  -0.214
8 C 2.14119 1.28383 -0.58391  -0.025
9 C 0.05310 0.59562 -1.05324  -0.237
10 C -1.14086 -1.56150 -1.70642  -0.015
11 C 0.36038 -1.03762 3.04008  0.007
12 H 3.09002 1.15014 -0.30359  0.064
13 H 1.40609 3.39432 -0.46253  0.121
14 H -2.27186 -0.22651 1.42903  0.083
15 H 1.83343 -0.79184 -1.09866  0.117
16 H 0.62184 -0.87786 3.97965  0.009
17 H -1.55411 -2.27526 -0.98753  0.088
18 H -1.80395 -1.67414 -2.67332  0.139
19 H -0.12365 -1.92236 -1.81269  0.064
20 H -0.94450 1.09654 1.07077  0.083
21 H 1.01106 -1.77098 2.49963  0.088

Atoms 1-6, force components in eV/Å:
O -0.148 -0.006 0.366
O 1.896 -0.874 0.392
C -1.413 2.011 -2.496
C 2.545 -1.121 -0.279
C -1.636 -0.252 -0.728
C -1.256 2.052 0.196

Computed properties:
- HOMO energy (eV) = -8.96
- calculated total energy (a.u.) = -499.285055
- structure (SMILES) = CC(=O)c1ccco1.C=C=C
- LUMO level (eV) = 0.202
- orbital gap (eV) = 9.1616
- 2S+1 = 1
- ΔE to the lowest compared entry with this formula, charge and spin (kcal per mole) = 92.1

[4]
Computed, not measured: a molecular structure, C9H10O2P at a distorted geometry, with wB97M-V/def2-TZVPD.

Last column: Löwdin charge in e.
Positions of all 22 atoms, in Å:
1 P 3.88761 -0.63058 -0.68274  0.757
2 O 2.09349 -1.67851 0.10719  -0.179
3 O 2.98751 0.31718 0.30952  -0.392
4 C -2.19225 -1.61851 -0.72480  -0.121
5 C -2.96512 0.49549 0.05048  -0.133
6 C 0.67461 0.35446 0.39717  -0.193
7 C -1.67231 0.80780 0.45959  -0.072
8 C 1.77646 -0.43505 0.25729  -0.557
9 C -0.66131 -0.13709 0.17241  -0.207
10 C 0.75130 1.89600 0.52784  -0.064
11 C -3.22902 -0.68864 -0.58449  -0.151
12 C -0.97210 -1.39157 -0.23225  -0.061
13 H 0.23247 2.34262 1.35263  0.045
14 H -3.69228 1.40298 0.23456  0.124
15 H -1.54890 1.63153 1.05707  0.058
16 H 4.50210 -1.61171 0.06371  -0.115
17 H -0.19911 -2.15289 -0.25037  0.111
18 H -4.20535 -0.89158 -1.03045  0.082
19 H 0.22880 2.14725 -0.38009  0.067
20 H -2.51481 -2.55547 -1.14159  0.090
21 H 1.82303 2.22126 0.50058  0.081
22 H 4.89516 0.17503 -0.46328  -0.168

Atoms 1-6, force components in eV/Å:
P -0.898 -1.405 -1.819
O -1.898 1.541 -0.095
O -0.896 -0.429 0.123
C -3.010 -0.497 -0.083
C -0.741 3.070 0.849
C -0.497 0.046 0.540

Computed properties:
- net charge = -1
- HOMO energy (eV) = -3.01
- calculated total energy (a.u.) = -840.768763
- LUMO level (eV) = 3.725
- orbital gap (eV) = 6.7352
- 2S+1 = 1
- ΔE to the lowest compared entry with this formula, charge and spin (kcal per mole) = 17.5

[5]
Computed, not measured: a single C9H10O2S molecule at a distorted geometry, with wB97M-V/def2-TZVPD.

Last column: Löwdin charge in e.
Positions of all 22 atoms, in Å:
1 S 3.88103 0.66832 -0.04184  0.942
2 O 1.40538 0.03214 -0.39857  -0.054
3 O 3.70994 1.80739 -0.94863  -0.584
4 C 0.31099 -0.87649 -0.61021  -0.124
5 C -3.06000 1.59317 0.19373  -0.098
6 C -2.57253 0.74176 1.17209  -0.088
7 C 3.01087 -1.55887 0.87569  -0.128
8 C 2.54011 -0.32449 0.13357  -0.613
9 C -1.52601 -0.11023 0.88078  -0.064
10 C -1.01387 -0.14619 -0.39232  -0.215
11 C -2.52136 1.56837 -1.06626  -0.124
12 C -1.52528 0.71945 -1.39812  -0.040
13 H -1.12872 0.69262 -2.49863  0.155
14 H -3.90362 2.25884 0.40300  0.111
15 H 0.19269 -1.30956 -1.70654  0.157
16 H 2.52459 -1.46149 1.80257  0.059
17 H 4.12819 -1.59053 0.95627  0.075
18 H -1.32387 -0.86283 1.69934  0.136
19 H 0.48748 -1.82504 0.10257  0.157
20 H 2.77000 -2.55840 0.41945  0.099
21 H -3.05449 0.70089 2.18058  0.119
22 H -3.33149 1.84116 -1.75854  0.120

Atoms 1-6, force components in eV/Å:
S -0.668 -0.978 -0.059
O -1.450 -0.221 -0.702
O -0.293 0.731 -0.144
C -0.902 -3.158 -0.528
C -0.185 0.120 1.727
C -0.918 0.581 1.145

Computed properties:
- HOMO energy (alpha / beta) (eV) = -8.04 / -8.04
- calculated total energy (a.u.) = -897.495072
- LUMO level (alpha / beta) (eV) = 0.655 / 0.655
- orbital gap (alpha / beta) (eV) = 8.6945 / 8.6950
- 2S+1 = 1
- ΔE to the lowest compared entry with this formula, charge and spin (kcal per mole) = 46.7

[6]
Computed, not measured: a single C9H10OS molecule at a distorted geometry, with wB97M-V/def2-TZVPD.

Last column: Löwdin charge in e.
Positions of all 21 atoms, in Å:
1 S -0.17958 3.33885 -0.17602  0.980
2 O -2.28335 0.41927 -1.30929  0.108
3 C 0.77998 1.02415 0.49237  -0.331
4 C -1.29712 0.34930 -0.65155  -0.312
5 C -0.53297 -0.92203 -0.34854  -0.514
6 C -0.29912 1.58859 -0.09974  -0.302
7 C 1.63659 1.94609 1.02915  -0.118
8 C 0.67120 -0.46525 0.66641  -0.035
9 C 1.23354 3.24891 0.74310  -0.430
10 C -1.45563 -1.83595 0.41225  -0.046
11 C 0.01068 -1.53891 -1.60226  -0.049
12 H 1.84069 4.00226 1.13570  0.054
13 H -1.12372 -2.83284 0.23589  0.068
14 H 0.90077 -2.16839 -1.42275  0.080
15 H 2.47486 1.70287 1.79082  0.154
16 H 0.30514 -0.84051 1.61678  0.099
17 H -1.39175 -1.52122 1.53443  0.110
18 H 0.29370 -0.61136 -2.28620  0.138
19 H 1.61007 -0.93147 0.31551  0.123
20 H -0.62554 -2.27153 -2.16711  0.098
21 H -2.56844 -1.68084 0.09106  0.123

Atoms 1-6, force components in eV/Å:
S -1.657 0.939 -1.142
O -0.929 0.435 -0.199
C 3.417 -1.310 3.141
C 2.925 2.854 0.629
C 0.954 0.595 2.010
C -4.752 -1.582 -2.861

Computed properties:
- HOMO energy (alpha / beta) (eV) = -5.36 / -9.36
- calculated total energy (a.u.) = -822.183636
- <S²> = 2.010
- LUMO level (alpha / beta) (eV) = 0.751 / -2.597
- orbital gap (alpha / beta) (eV) = 6.1100 / 6.7676
- 2S+1 = 3
- ΔE to the lowest compared entry with this formula, charge and spin (kcal per mole) = 8.5

[7]
Computed, not measured: a molecular structure, C9H11Br6Cl3O6 at a distorted geometry, with wB97M-V/def2-TZVPD.

Last column: Löwdin charge in e.
Positions of all 35 atoms, in Å:
1 Br -0.47353 2.10446 4.01033  0.540
2 Br -1.13504 -2.06908 -3.93233  0.536
3 Br -2.70990 -0.42395 3.56682  0.510
4 Br -1.27559 -0.99404 -7.00052  0.530
5 Br -3.40777 2.68738 3.01797  0.568
6 Br -3.05285 0.36344 -4.66348  0.559
7 Cl -2.49717 -0.17241 -0.10120  0.587
8 Cl -0.57774 1.98232 -0.65436  0.633
9 Cl 0.29992 -0.85519 -1.00223  0.516
10 O -0.58170 -4.03730 4.38615  0.172
11 O 0.75541 -3.37803 2.80645  0.111
12 O 2.79255 4.03463 2.46329  0.135
13 O 1.56126 4.20787 0.50856  0.051
14 O -1.09050 -4.21269 2.23768  0.076
15 O 3.50429 3.25419 0.50498  0.069
16 C -0.42755 -4.11240 0.98786  -0.101
17 C -2.31138 -1.31452 -5.33933  -1.502
18 C -2.01906 1.38059 2.97091  -1.553
19 C 0.97021 -3.68146 1.44539  -0.103
20 C -0.32135 -3.86708 3.24616  -0.702
21 C 1.94495 4.18365 -0.85923  -0.140
22 C 3.02594 3.10202 -0.82900  -0.127
23 C 2.59114 3.85824 1.27432  -0.564
24 C -1.06957 0.31333 -1.00189  -1.490
25 H -0.42348 -5.13615 0.61369  0.134
26 H -1.68537 1.21711 1.94620  -0.123
27 H -3.11372 -1.99558 -5.62306  -0.017
28 H 1.32644 -2.83430 0.85927  0.095
29 H 2.61820 2.12034 -1.07019  0.110
30 H 2.26562 5.11236 -1.33121  0.139
31 H -1.39101 0.24239 -2.04100  -0.072
32 H 1.66336 -4.52058 1.38606  0.133
33 H 3.76464 3.18832 -1.62585  0.131
34 H -0.74591 -3.34877 0.27819  0.096
35 H 1.22628 3.60086 -1.43540  0.062

Atoms 1-6, force components in eV/Å:
Br -0.861 -0.854 -0.667
Br -0.770 0.175 -0.882
Br 0.725 1.325 -0.229
Br -0.527 -0.188 0.872
Br -0.147 -0.106 -0.186
Br 0.083 -0.613 -0.305

Computed properties:
- HOMO energy (eV) = -10.05
- calculated total energy (a.u.) = -17625.576032
- LUMO level (eV) = -0.859
- orbital gap (eV) = 9.1899
- 2S+1 = 1
- ΔE to the lowest compared entry with this formula, charge and spin (kcal per mole) = 34.6

[8]
Computed, not measured: 2 unconnected molecules or ions with the total composition C9H11BrN3O2 at a distorted geometry, with wB97M-V/def2-TZVPD.

Last column: Löwdin charge in e.
Positions of all 26 atoms, in Å:
1 Br -5.69392 -0.53653 -0.09697  0.853
2 O 1.88751 -0.06510 0.52100  0.081
3 O 0.19898 -0.60709 -0.97491  0.153
4 N 0.37871 2.98302 0.68985  0.179
5 N -1.62345 1.65760 0.19992  0.013
6 N -1.42144 1.76177 -2.10710  0.205
7 C -4.03710 0.34550 0.01879  -0.649
8 C 0.89150 -0.04819 -0.20299  -0.316
9 C -3.33507 0.66886 -1.12798  -0.027
10 C -2.11082 1.33136 -1.03573  -0.276
11 C 2.80494 -1.24486 0.60981  -0.109
12 C 2.34133 -2.45291 -0.16779  -0.062
13 C -0.28627 2.03481 0.31726  -0.232
14 C -2.31404 1.33761 1.33079  0.000
15 C -3.51007 0.68907 1.27630  -0.076
16 H 2.30060 -2.25108 -1.23580  0.089
17 H 3.05293 -3.25682 -0.00294  0.097
18 H -0.47230 2.08031 -1.99057  0.109
19 H 3.76554 -0.86908 0.25418  0.135
20 H 1.36583 -2.79530 0.16847  0.090
21 H -1.69938 1.44729 -3.02151  0.133
22 H -0.01070 3.87864 0.98716  0.087
23 H 2.85768 -1.44104 1.68205  0.134
24 H -3.72549 0.41791 -2.10099  0.124
25 H -4.04318 0.45368 2.18221  0.117
26 H -1.85282 1.63137 2.26160  0.148

Atoms 1-6, force components in eV/Å:
Br 0.377 0.180 0.026
O 1.166 -0.023 0.682
O 0.792 -0.472 0.339
N 0.342 1.295 0.522
N -1.454 0.041 -0.188
N -0.151 -0.097 0.190

Computed properties:
- net charge = +1
- HOMO energy (alpha / beta) (eV) = -11.34 / -11.34
- calculated total energy (a.u.) = -3237.971212
- LUMO level (alpha / beta) (eV) = -4.016 / -4.016
- orbital gap (alpha / beta) (eV) = 7.3233 / 7.3223
- 2S+1 = 1
- ΔE to the lowest compared entry with this formula, charge and spin (kcal per mole) = 1.1

Question: Look up the ΔE to the lowest compared entry with this formula, charge and spin of the sixth one.
Answer: 8.5 kcal per mole

What did the eighth record say?
Computed, not measured: 2 unconnected molecules or ions with the total composition C9H11BrN3O2 at a distorted geometry, with wB97M-V/def2-TZVPD.

Last column: Löwdin charge in e.
Positions of all 26 atoms, in Å:
1 Br -5.69392 -0.53653 -0.09697  0.853
2 O 1.88751 -0.06510 0.52100  0.081
3 O 0.19898 -0.60709 -0.97491  0.153
4 N 0.37871 2.98302 0.68985  0.179
5 N -1.62345 1.65760 0.19992  0.013
6 N -1.42144 1.76177 -2.10710  0.205
7 C -4.03710 0.34550 0.01879  -0.649
8 C 0.89150 -0.04819 -0.20299  -0.316
9 C -3.33507 0.66886 -1.12798  -0.027
10 C -2.11082 1.33136 -1.03573  -0.276
11 C 2.80494 -1.24486 0.60981  -0.109
12 C 2.34133 -2.45291 -0.16779  -0.062
13 C -0.28627 2.03481 0.31726  -0.232
14 C -2.31404 1.33761 1.33079  0.000
15 C -3.51007 0.68907 1.27630  -0.076
16 H 2.30060 -2.25108 -1.23580  0.089
17 H 3.05293 -3.25682 -0.00294  0.097
18 H -0.47230 2.08031 -1.99057  0.109
19 H 3.76554 -0.86908 0.25418  0.135
20 H 1.36583 -2.79530 0.16847  0.090
21 H -1.69938 1.44729 -3.02151  0.133
22 H -0.01070 3.87864 0.98716  0.087
23 H 2.85768 -1.44104 1.68205  0.134
24 H -3.72549 0.41791 -2.10099  0.124
25 H -4.04318 0.45368 2.18221  0.117
26 H -1.85282 1.63137 2.26160  0.148

Atoms 1-6, force components in eV/Å:
Br 0.377 0.180 0.026
O 1.166 -0.023 0.682
O 0.792 -0.472 0.339
N 0.342 1.295 0.522
N -1.454 0.041 -0.188
N -0.151 -0.097 0.190

Computed properties:
- net charge = +1
- HOMO energy (alpha / beta) (eV) = -11.34 / -11.34
- calculated total energy (a.u.) = -3237.971212
- LUMO level (alpha / beta) (eV) = -4.016 / -4.016
- orbital gap (alpha / beta) (eV) = 7.3233 / 7.3223
- 2S+1 = 1
- ΔE to the lowest compared entry with this formula, charge and spin (kcal per mole) = 1.1